[1]
108
Properties=species:S:1:pos:R:3 method="wB97M-V/def2-TZVPD" orbital_gap_ev=6.7 total_energy_ev=-174141.34566 charge=-1 largest_force_ha_per_bohr=0.0178 e_lumo_ev=2.4 spin_multiplicity=1
H -0.417 5.374 4.672
H 4.585 -3.002 -1.195
H -2.998 5.182 4.443
H -6.283 -1.928 -2.029
H -6.602 -2.672 -0.478
H 0.645 -1.784 -5.409
H -0.101 2.516 -2.645
H 5.680 0.511 -0.400
H 0.533 -0.024 -5.488
H -2.634 5.329 -0.594
C 3.914 -0.831 1.177
C 5.039 0.432 -1.275
H 5.864 -1.583 3.095
Zn -0.801 -1.069 -1.388
C -1.345 2.996 2.350
H -1.127 1.039 3.251
C 3.285 -0.881 -0.057
H 5.776 0.184 3.048
H -1.435 4.706 1.104
H -0.627 2.403 4.990
C -1.173 1.624 2.343
H -3.116 -4.642 -2.057
H -4.762 -4.412 -2.591
H -1.824 -0.752 -6.575
N -2.867 -1.711 -1.616
C 1.856 -0.929 -0.124
H 3.955 0.550 5.477
H 4.374 1.292 -1.283
H 0.131 -3.799 -3.364
O -1.092 0.864 -1.211
C 3.476 0.476 4.501
O 1.190 -0.986 -1.219
N -0.600 -4.097 -0.336
H -0.079 5.486 -0.366
Si -4.112 -2.630 -0.912
H 5.951 -0.653 4.589
C -1.050 0.948 1.146
H 3.938 -2.921 4.025
C -1.013 3.104 -2.663
C -3.439 -1.109 -5.183
H 0.083 5.461 -2.121
N -1.454 -1.215 -3.287
C 3.958 -0.772 3.747
C 1.209 -0.925 1.144
C -0.105 -5.498 -1.926
C 1.871 -0.881 2.349
C -1.517 3.824 3.614
N -0.387 -3.349 -1.404
H 2.878 -1.836 -2.672
H 2.401 0.445 4.649
C 0.321 -0.893 -4.868
H 0.876 -0.827 -3.937
C -1.140 -0.998 -4.555
H 0.600 4.250 3.760
H -4.221 -1.034 -5.932
C -2.493 4.677 -1.453
C -1.223 2.983 -0.107
H -2.844 5.289 2.689
H -0.597 -6.165 0.145
C -0.339 4.800 3.748
H 1.268 -0.888 3.249
C -0.082 -4.173 -2.382
H -0.870 -3.650 0.530
C -1.186 3.872 -1.353
H -2.378 2.233 4.808
H -4.782 -1.539 -3.576
H 4.993 -0.793 1.179
H -3.913 -1.871 1.464
C 4.214 -0.867 -1.277
C -5.929 -2.000 -1.005
C -2.104 -0.935 -5.548
H -3.341 3.999 -1.508
C -1.118 1.557 -0.135
H -1.711 3.565 5.752
H 5.801 -2.096 -2.102
H -0.962 3.810 -3.494
H -1.843 2.425 -2.829
H 0.928 4.264 -1.133
H 4.195 -0.927 -3.433
H -6.028 -1.017 -0.555
H 5.802 -2.060 -0.340
C 5.482 -0.702 3.607
C -1.560 2.947 4.868
H -4.435 -3.554 1.404
H -0.308 5.497 2.914
H 4.063 -2.008 5.535
H -4.442 -5.169 -1.038
C -4.115 -4.386 -1.717
C 5.162 -2.080 -1.219
C -1.341 3.629 1.109
H 3.709 1.370 3.927
C 0.008 4.835 -1.232
H 2.523 -2.110 4.682
H 5.672 0.479 -2.161
C -2.732 -1.447 -2.906
C 3.475 -0.932 -2.612
C -3.758 -1.388 -3.881
C 3.255 -0.829 2.399
C -0.452 -5.405 -0.597
C -3.768 -2.821 0.958
Se -0.728 -0.950 1.217
C -2.838 4.604 3.533
H 2.814 -0.079 -2.718
H 0.090 -6.385 -2.489
C 3.598 -2.031 4.550
H -2.751 -3.135 1.164
H -3.670 3.914 3.409
H -2.485 5.296 -2.350

=====

[2]
112
Properties=species:S:1:pos:R:3 method="wB97M-V/def2-TZVPD" orbital_gap_ev=6.1 total_energy_ev=-211391.10609 charge=+1 e_above_lowest_ev=0.638 largest_force_ha_per_bohr=0.0237 e_lumo_ev=-2.9 spin_multiplicity=1
H 0.601 3.009 3.001
C 0.046 4.172 -1.484
H -5.138 -2.335 -4.274
C -4.558 -2.915 -3.564
H -3.326 -6.014 -3.104
C 2.488 -3.776 2.313
C 3.431 -0.388 2.965
C -0.091 3.856 3.015
H 4.005 -4.744 -4.437
C 3.393 -0.246 -1.746
H -5.201 -4.186 -5.783
H -3.076 4.596 -1.465
Y 1.214 -1.256 0.479
C -0.623 3.402 -2.633
H 2.551 -4.824 2.623
H -2.095 -6.222 -1.200
C 3.523 -1.493 -2.412
H 0.120 5.945 -2.713
H -1.265 5.945 -1.628
C 3.865 -3.840 -3.858
C -3.546 -4.969 -2.910
H 1.597 5.738 0.681
H -2.485 1.119 -0.100
H 1.780 5.568 2.420
H -1.175 -2.858 3.830
H -4.096 -5.541 -5.538
C 1.263 0.013 3.654
H -4.955 -0.429 -3.030
H -2.646 -5.258 0.180
H -0.424 6.542 2.652
H 2.466 -3.174 3.222
C 1.445 5.053 1.514
H 2.092 4.184 1.370
H 2.148 4.420 -0.840
H -0.883 6.543 0.953
C -0.864 5.931 1.858
H 5.147 -1.582 2.585
H 0.076 -4.734 2.851
C -4.360 -0.827 -2.208
H 3.683 -4.005 0.557
H 4.146 -1.925 0.177
H -2.596 2.040 -1.604
H 3.988 0.582 -2.155
O -0.785 -1.488 -2.008
H -3.427 -0.264 -2.153
C -4.855 -4.921 -5.058
H 0.219 4.517 3.831
H 0.982 1.180 5.426
Si -0.675 3.653 0.203
H -1.684 3.631 -2.736
N -0.411 -1.364 2.520
H -0.512 2.320 -2.524
H -1.895 5.720 2.146
H -3.991 1.904 -0.545
C -0.272 -2.644 3.253
H 1.270 -4.095 0.712
H -2.987 3.971 2.274
H 4.983 -0.648 -3.774
O 2.688 0.004 -0.748
H -3.103 5.427 0.097
H 1.786 2.845 -1.551
C 3.942 0.357 4.017
C -0.211 -0.229 3.425
C -3.049 -4.383 -1.753
C -4.310 -4.255 -3.825
C -2.543 3.291 0.221
H 3.432 1.540 5.733
C 2.979 -3.824 -2.817
H 2.399 -4.704 -2.570
C -3.340 -3.037 -1.500
C -2.206 -5.207 -0.818
C -0.791 -1.522 -0.829
C -2.903 2.018 -0.561
Se -2.647 -2.206 0.076
C -0.209 5.676 -1.704
H -0.697 -0.391 4.393
H -0.139 3.690 -3.571
N 3.706 -1.999 1.084
H -1.086 3.484 3.255
H -1.209 -4.769 -0.709
H -4.896 -0.651 -1.273
N 2.117 -0.531 2.773
H 4.615 -3.686 2.015
O 1.936 -2.664 -1.064
C -4.081 -2.287 -2.417
H -0.658 0.665 2.987
H 0.541 -2.523 3.972
H 0.352 6.300 -1.006
H -0.798 -3.863 1.584
C 0.020 -3.787 2.305
H 4.881 -0.309 1.415
C 4.430 -1.540 -3.504
H -4.126 2.814 1.596
H -2.553 2.253 2.152
C 3.701 -3.417 1.476
H 5.013 0.457 4.139
C 4.370 -1.077 2.000
C -3.301 4.477 -0.403
C 4.603 -2.691 -4.207
C 1.699 0.762 4.732
N 1.256 -3.521 1.552
Cl 5.712 -2.769 -5.534
C 2.768 -2.651 -2.046
H -5.699 -5.570 -4.813
H 1.890 4.279 -2.576
C 1.557 3.911 -1.600
C 3.062 0.953 4.903
H -4.376 4.285 -0.323
C -0.026 4.649 1.697
Br 0.295 1.568 0.558
H -1.351 -1.319 2.134
C -3.066 3.080 1.650